C15H45AlF6O20P6 | ωB97M-V/def2-TZVPD

Positions of all 93 atoms, in Å:
1 P -2.3425 -4.6442 1.5981
2 P 2.0342 -0.3330 -2.5553
3 P 0.7008 0.9709 4.1943
4 P 2.1210 -2.6784 1.3664
5 P 0.8842 3.3130 0.7690
6 P -2.3379 1.0162 -3.2861
7 Al -0.9363 -0.6978 0.4928
8 F 2.0820 -1.0870 1.0810
9 F 0.7655 -2.5168 2.2611
10 F 1.1342 -2.7179 0.0387
11 F 1.7977 -4.2906 1.4163
12 F 3.1244 -2.6279 2.6979
13 F 3.4066 -2.7296 0.3296
14 O 0.4193 4.3994 1.8979
15 O -0.0362 2.3664 4.1367
16 O 0.3923 0.7108 5.7542
17 O -3.0294 -0.1902 -4.2105
18 O 0.1476 2.0447 0.6861
19 O 3.3266 -1.1198 -1.9666
20 O 2.3073 1.2983 4.1193
21 O -3.4109 2.1950 -3.5958
22 O 2.5764 0.9275 -3.4601
23 O 2.4895 3.1994 1.0002
24 O -1.0418 -5.5335 1.7326
25 O -3.3252 -5.6994 0.8401
26 O 1.0083 0.1008 -1.5850
27 O -2.0225 -3.3420 0.9881
28 O 0.8177 4.1769 -0.6030
29 O 0.0921 0.0471 3.1861
30 O -2.8501 -4.5924 3.1347
31 O -1.0862 1.4239 -4.2118
32 O -2.0004 0.7156 -1.8612
33 O 1.4728 -1.4475 -3.6498
34 C 3.3128 2.5019 0.0212
35 C -2.0423 -4.2692 4.1536
36 C 0.8825 -1.0278 -4.9473
37 C 4.1423 -1.8736 -2.7818
38 C 3.2536 0.3100 3.5898
39 C -1.0441 -6.9148 2.1747
40 C -3.7081 0.1495 -5.3898
41 C 0.5619 5.7734 1.6711
42 C -4.3847 2.5981 -2.6736
43 C 1.9926 2.2374 -3.3915
44 C 0.6384 -0.5376 6.3620
45 C -4.4679 -5.2801 0.1319
46 C 0.4373 3.4113 4.8960
47 C -1.1993 2.3706 -5.2054
48 C -0.5080 4.5280 -1.1312
49 H -0.3309 3.9351 5.4649
50 H -0.2319 6.1052 1.0020
51 H -5.2368 1.9943 -2.9859
52 H -0.1307 -1.4150 -4.8396
53 H 3.8205 -2.0300 -3.8114
54 H 1.1282 3.1824 5.7074
55 H -3.1204 -0.1778 -6.2475
56 H 0.8189 4.2296 4.2853
57 H 3.3967 0.2810 2.5096
58 H 1.5008 2.3913 -2.4310
59 H 2.7532 3.0147 -3.3174
60 H 1.7003 -0.5751 6.6054
61 H -0.3914 4.5120 -2.2148
62 H -0.8705 -7.6436 1.3829
63 H -1.2040 -4.9658 4.1587
64 H 3.6338 3.2388 -0.7151
65 H 0.5965 6.2885 2.6311
66 H -1.9682 -7.1129 2.7177
67 H 1.5267 5.9355 1.1906
68 H -0.8196 5.5365 -0.8592
69 H -0.9523 3.4010 -4.9496
70 H 4.9621 -1.1560 -2.7498
71 H -4.5753 -0.5102 -5.4195
72 H 1.4474 -1.5650 -5.7092
73 H 4.2182 2.0666 0.4440
74 H -4.2950 2.4145 -1.6030
75 H -2.5870 -4.4021 5.0883
76 H -0.3197 1.9711 -5.7102
77 H 0.4683 -1.4588 5.8047
78 H -0.2179 -7.1644 2.8405
79 H 0.0189 -0.4787 7.2569
80 H 4.2468 0.5264 3.9834
81 H 2.9661 -0.6735 3.9618
82 H -3.8920 1.2104 -5.5596
83 H 2.7186 1.7340 -0.4741
84 H -5.3559 -5.7743 0.5261
85 H -1.4933 -3.3533 3.9345
86 H -4.6018 -4.2143 -0.0532
87 H 4.3596 -2.8379 -2.3225
88 H -1.3623 3.9441 -0.7888
89 H -2.0875 2.3759 -5.8372
90 H 0.7951 0.0527 -5.0613
91 H 1.3562 2.4078 -4.2599
92 H -4.6514 3.6357 -2.8743
93 H -4.2853 -5.5111 -0.9175

Computed properties:
total charge = +2
E_tot = -135862.5944 eV